Entry 1:
14
Properties=species:S:1:pos:R:3:mulliken_charge:R:1 method="wB97M-V/def2-TZVPD" lumo_energy_ev=-4.2 homo_lumo_gap_ev=9.5 homo_energy_ha=-0.5022 total_charge=+1
C 2.5777 -0.0451 -0.3597 -0.568
C 1.2967 -0.4983 0.1593 0.498
N -0.9323 -1.2079 0.2426 -0.448
N 0.3983 -1.4216 0.1169 0.092
N -2.0335 1.4466 -0.0514 -0.870
S 1.3539 1.1924 0.2452 0.027
H 3.4756 -0.1392 0.2384 0.300
H 2.7521 -0.0587 -1.4316 0.276
H -1.4114 -1.8360 0.8732 0.262
H -1.2470 -0.2113 0.2316 0.378
H 0.6783 -2.3841 -0.0914 0.293
H -2.7644 1.2512 -0.7277 0.253
H -1.6395 2.3495 -0.2890 0.246
H -2.5045 1.5625 0.8437 0.260

---

Entry 2:
34
Properties=species:S:1:pos:R:3:mulliken_charge:R:1 method="wB97M-V/def2-TZVPD" lumo_energy_ev=1.9 homo_lumo_gap_ev=6.7 homo_energy_ha=-0.1746 total_charge=-1
O 3.4375 0.1948 1.2990 -0.525
C 2.4202 0.1060 0.6698 0.246
N 1.1426 0.7414 1.0394 -0.487
C 0.3970 0.6931 -0.2497 0.120
C -0.9973 1.3549 -0.3400 0.163
C -1.8124 1.5951 0.8542 -0.319
C -3.1042 2.2718 0.6470 -0.400
C -3.4417 2.6482 -0.7127 -0.212
N -2.7163 2.4166 -1.8447 -0.651
C -1.5360 1.7952 -1.6189 -0.130
C 0.6578 -0.7224 -0.8784 -0.785
C 2.2361 -0.7566 -0.6657 0.628
C 2.8727 -2.1975 -0.6246 -0.723
B 4.4608 -2.0910 -0.8623 0.614
O 5.0109 -1.8891 -2.1576 -0.567
O 5.3684 -2.1956 0.2302 -0.546
H 0.6536 -0.0037 1.5637 0.380
H 1.0235 1.3651 -0.9188 0.200
H -1.4797 1.2900 1.8732 0.271
H -3.7736 2.5166 1.5010 0.342
H -4.4132 3.1904 -0.8489 0.291
H -0.8934 1.6020 -2.5201 0.303
H 0.3345 -0.9343 -1.9235 0.365
H 0.1906 -1.4810 -0.1858 0.291
H 2.7349 -0.1280 -1.4630 0.042
H 2.6211 -2.7416 0.3259 0.262
H 2.4587 -2.7871 -1.4911 0.188
H 4.5368 -1.1728 -2.6120 0.316
H 5.7175 -1.2854 0.3127 0.301
C -4.5555 -0.3899 2.4493 0.703
O -5.6197 0.1662 2.8227 -0.782
O -4.7975 -1.6086 1.8365 -0.503
O -3.3741 -0.0244 2.5426 -0.693
H -5.7607 -1.5386 1.9505 0.297